This record from the Open Molecules 2025 dataset describes 5 unconnected molecules or ions with the total composition C30H25N5O10 in a non-equilibrium geometry. The level of theory is wB97M-V/def2-TZVPD.

Geometry as XYZ:
```
70
Properties=species:S:1:pos:R:3:forces:R:3:lowdin_charge:R:1
C 5.856954 10.798270 12.449862 0.098 0.877 0.546 -0.073
C 6.278221 9.496099 12.647498 0.666 -0.522 0.050 -0.080
C 6.963094 9.145751 13.808693 -0.502 2.737 0.901 0.025
C 7.101405 10.208109 14.785427 -1.378 -1.110 -1.106 -0.143
C 6.582902 11.508209 14.646391 0.491 -0.766 -0.518 -0.005
C 6.010323 11.819718 13.417187 0.200 -0.697 -0.082 -0.054
N 7.599973 9.803457 16.075176 1.922 -0.540 1.076 -0.338
O 7.557749 10.604639 17.007626 -0.176 -0.752 -0.719 0.065
O 8.151343 8.693451 16.142287 -0.832 1.247 0.235 0.048
H 5.432147 10.958481 11.481902 -0.379 0.636 -0.298 0.097
H 6.119612 8.789013 11.820049 0.151 0.185 0.628 0.119
H 7.352201 8.176486 14.030611 0.097 -0.349 0.025 0.109
H 6.665161 12.274904 15.424365 0.112 -0.625 -0.237 0.128
H 5.739112 12.864726 13.300563 -0.301 -0.307 -0.524 0.107
C 14.541547 7.615777 13.115885 0.049 -0.248 -0.346 -0.051
C 15.828962 7.125863 13.276949 -0.292 -0.112 -0.297 -0.061
C 16.440147 7.323782 14.472977 0.603 -0.388 -0.031 -0.019
C 15.726364 7.935171 15.440643 0.120 0.159 1.123 -0.186
C 14.435972 8.398167 15.377998 0.331 0.645 -0.166 0.009
C 13.850179 8.285205 14.139990 -0.824 -0.415 -0.858 -0.044
N 16.439502 8.089017 16.683600 0.873 0.253 0.367 -0.350
O 15.801874 8.518597 17.615454 0.232 0.071 0.870 0.079
O 17.636206 7.816257 16.696565 -0.658 0.223 0.608 0.061
H 14.134611 7.393695 12.143293 -0.692 0.375 -0.068 0.098
H 16.358366 6.560352 12.529879 -0.196 0.061 -0.457 0.111
H 17.427325 7.015875 14.757521 0.266 -0.219 -0.405 0.122
H 14.061281 8.926711 16.250993 -0.376 -0.260 -0.398 0.123
H 12.829707 8.647614 13.969457 0.466 -0.102 0.044 0.102
C 11.500302 12.047677 19.921504 -0.060 2.089 -0.117 -0.059
C 11.289299 13.126000 19.026087 0.936 0.014 0.801 -0.061
C 11.029513 12.900045 17.704785 -1.128 -1.178 -0.347 -0.002
C 10.917020 11.568585 17.303763 0.854 -0.305 0.675 -0.164
C 11.099385 10.475613 18.139476 -0.317 2.342 0.184 0.020
C 11.335804 10.770719 19.469666 0.418 -1.309 0.489 -0.073
N 10.639970 11.323993 15.918031 -0.172 -1.398 -0.298 -0.337
O 11.022235 10.260086 15.422412 -0.317 1.038 0.139 0.063
O 9.972691 12.163962 15.363510 -0.219 0.238 -1.016 0.073
H 11.788763 12.323406 20.949345 -0.301 -0.572 -0.542 0.118
H 11.452431 14.149515 19.342098 -0.206 -0.076 0.242 0.108
H 10.703387 13.627026 16.978961 0.481 0.432 0.089 0.120
H 10.954736 9.501884 17.799582 -0.073 -1.407 -0.562 0.105
H 11.447066 9.931391 20.142106 0.029 0.035 0.173 0.112
C 9.954172 16.464667 7.279865 -1.467 -0.911 -0.515 -0.083
C 8.868582 16.012719 8.003834 1.233 0.692 1.990 -0.041
C 8.956139 15.940930 9.403737 -0.152 -0.171 -1.151 0.012
C 10.161309 16.275579 9.978347 1.561 -0.222 -1.721 -0.176
C 11.312091 16.539892 9.209302 -0.329 0.261 0.548 0.024
C 11.163284 16.648448 7.844137 1.235 0.506 1.089 -0.078
N 10.350690 16.256050 11.382275 0.579 0.320 1.307 -0.356
O 11.471690 16.535185 11.810594 -1.170 -0.387 0.173 0.069
O 9.368496 15.995916 12.048396 0.240 -0.069 0.589 0.080
H 9.881081 16.570253 6.234707 -0.276 0.146 -1.156 0.100
H 7.950310 15.790494 7.580629 -1.510 -0.388 -1.041 0.086
H 8.104593 15.580234 9.956858 0.066 0.210 0.333 0.120
H 12.276335 16.707727 9.697699 -0.553 -0.071 -0.173 0.128
H 11.984598 16.951678 7.235364 0.543 0.029 -0.266 0.109
C 9.971884 11.950682 10.883290 1.669 0.411 -1.797 -0.070
C 9.729774 11.132480 11.946093 -0.004 -0.423 1.829 -0.066
C 10.048723 9.768337 11.892071 -0.109 0.022 -1.438 0.027
C 10.652099 9.273939 10.705735 -0.937 2.162 1.926 -0.168
C 10.955525 10.132994 9.674455 0.270 -0.017 -1.393 -0.021
C 10.641879 11.482037 9.734138 -0.700 -0.811 0.667 -0.050
N 10.924855 7.880803 10.651334 1.673 -0.260 -1.916 -0.368
O 11.904198 7.516519 9.982241 -0.910 0.188 0.778 0.062
O 10.152572 7.165658 11.211528 -0.652 -1.370 0.807 0.103
H 9.831039 13.005605 10.932056 -0.500 0.622 0.296 0.087
H 9.411298 11.617212 12.899008 -0.079 -0.787 -0.829 0.108
H 9.741814 9.058175 12.647585 0.307 0.206 0.249 0.108
H 11.345051 9.770362 8.720996 0.194 -0.217 0.530 0.125
H 10.890164 12.060598 8.848678 -0.217 0.327 0.412 0.107
```
Positions in Å, forces in eV/Å.

The spin multiplicity is 1. As for the SMILES: O=[N+]([O-])c1ccccc1.O=[N+]([O-])c1ccccc1.O=[N+]([O-])c1ccccc1.O=[N+]([O-])c1ccccc1.O=[N+]([O-])c1ccccc1. The value obtained for the energy above the lowest of the compared OMol25 structures with the same formula, charge and spin is 1.590 eV. For the electronic energy, the calculation gives -59426.0460 eV. As for the frontier orbital gap: 0.329 Eh. The LUMO energy comes out at -0.0327 Ha.